P | {
  "formula": "C4H9N2O",
  "method": "wB97M-V/def2-TZVPD",
  "total_charge": 1,
  "spin_multiplicity": 1,
  "gap_ev": [8.68, 8.68],
  "homo_ev": [-12.9, -12.9],
  "molar_mass_g_mol": 101.1,
  "smiles": "COC1=NC[C@@H]1[NH3+]",
  "species": ["C", "O", "C", "N", "C", "C", "N", "H", "H", "H", "H", "H", "H", "H", "H", "H"],
  "xyz": [[-1.478, -0.090, 2.345], [-1.099, 0.564, 1.127], [-0.395, -0.112, 0.295], [0.248, -1.607, 0.295], [0.859, -1.254, -0.989], [0.128, 0.097, -1.084], [0.984, 1.327, -1.308], [-1.114, 0.515, 3.176], [-1.048, -1.091, 2.380], [-2.566, -0.136, 2.372], [0.617, -1.973, -1.776], [1.948, -1.172, -0.915], [-0.659, 0.098, -1.843], [0.410, 2.181, -1.329], [1.491, 1.240, -2.202], [1.673, 1.413, -0.545]]
}

=====

Q | {
  "formula": "C4H9N2O",
  "method": "wB97M-V/def2-TZVPD",
  "total_charge": 1,
  "spin_multiplicity": 1,
  "gap_ev": 10.86,
  "homo_ev": -13.9,
  "molar_mass_g_mol": 101.1,
  "species": ["C", "C", "C", "N", "C", "N", "H", "H", "H", "H", "H", "H", "H", "H", "H", "O"],
  "xyz": [[-1.235, -0.653, 0.997], [-0.661, 0.002, -0.211], [-1.107, -0.048, -1.494], [-0.216, 0.683, -2.250], [0.802, 1.071, -1.492], [0.550, 0.657, -0.254], [-0.959, -0.090, 1.884], [-2.318, -0.674, 0.938], [-0.836, -1.658, 1.114], [-1.978, -0.487, -1.942], [-0.256, 0.673, -3.261], [1.495, 1.849, -1.761], [1.265, 0.648, 0.479], [2.402, -1.161, 2.306], [1.390, -0.218, 2.900], [1.664, -0.593, 2.047]]
}

=====

R | {
  "formula": "C4H9N2O",
  "method": "wB97M-V/def2-TZVPD",
  "total_charge": 1,
  "spin_multiplicity": 1,
  "gap_ev": 8.21,
  "homo_ev": -11.7,
  "molar_mass_g_mol": 101.1,
  "species": ["C", "C", "C", "C", "N", "N", "O", "H", "H", "H", "H", "H", "H", "H", "H", "H"],
  "xyz": [[1.538, -0.612, 0.918], [1.320, 0.843, 0.949], [0.485, -0.295, -1.110], [-2.840, -0.409, -0.420], [1.051, -1.157, -0.193], [0.588, 1.031, -0.363], [-2.073, 0.392, -0.048], [2.218, -1.288, 1.556], [0.814, 1.047, 1.887], [2.214, 1.409, 0.800], [-0.461, -0.597, -1.651], [-2.523, -1.197, -1.137], [-3.904, -0.292, 0.035], [-0.357, 1.361, -0.064], [0.910, 1.929, -0.831], [1.020, -2.166, -0.328]]
}

=====

Which of them is most stable? Easy: Q.

=====

P | {
  "formula": "C4H9N2O",
  "method": "wB97M-V/def2-TZVPD",
  "total_charge": 1,
  "spin_multiplicity": 1,
  "gap_ev": 10.66,
  "homo_ev": -13.9,
  "molar_mass_g_mol": 101.1,
  "species": ["C", "C", "C", "N", "N", "C", "H", "H", "H", "H", "H", "H", "H", "O", "H", "H"],
  "xyz": [[-0.231, 0.221, 0.224], [-0.115, 0.364, -1.159], [-0.854, -1.720, -0.717], [-0.634, -1.080, 0.461], [-0.497, -0.877, -1.671], [0.403, 1.480, -1.998], [0.029, 0.893, 1.042], [-1.167, -2.735, -0.963], [-0.488, -1.519, 1.388], [-0.368, -1.137, -2.666], [-0.199, 2.382, -1.798], [0.407, 1.293, -3.085], [1.439, 1.669, -1.669], [0.827, 0.407, 3.839], [1.490, 0.098, 4.497], [-0.043, 0.261, 4.275]]
}

=====

Q | {
  "formula": "C4H9N2O",
  "method": "wB97M-V/def2-TZVPD",
  "total_charge": 1,
  "spin_multiplicity": 1,
  "gap_ev": [9.02, 9.30],
  "homo_ev": [-13.7, -13.4],
  "molar_mass_g_mol": 101.1,
  "species": ["C", "C", "C", "C", "N", "N", "O", "H", "H", "H", "H", "H", "H", "H", "H", "H"],
  "xyz": [[-2.031, -0.689, -0.938], [-1.738, -0.341, 0.332], [1.040, 0.897, -0.261], [-0.537, -0.678, 1.017], [3.148, 0.468, -1.578], [0.647, 0.443, 1.044], [2.207, 0.322, -0.686], [-3.084, -0.836, -1.342], [-1.329, -1.306, -1.487], [-2.484, 0.150, 0.961], [0.511, 1.633, -0.814], [-0.022, -1.569, 0.714], [-0.798, -0.820, 2.073], [2.988, 1.265, -2.242], [1.271, -0.165, 1.585], [0.212, 1.226, 1.624]]
}

=====

Which of them is most stable? Easy: P.

=====

P | {
  "formula": "C5H11O2",
  "method": "wB97M-V/def2-TZVPD",
  "total_charge": -1,
  "spin_multiplicity": 1,
  "gap_ev": 6.14,
  "homo_ev": -2.2,
  "molar_mass_g_mol": 103.1,
  "smiles": "[O-]CCCCCO",
  "species": ["O", "C", "C", "C", "C", "C", "O", "H", "H", "H", "H", "H", "H", "H", "H", "H", "H", "H"],
  "xyz": [[-1.229, -1.943, -1.163], [-1.130, -1.518, 0.113], [0.381, -1.175, 0.613], [0.224, 0.153, 1.425], [-0.228, 1.383, 0.743], [0.204, 1.481, -0.791], [1.647, 1.535, -1.067], [-1.556, -2.148, 0.879], [-1.801, -0.550, 0.163], [1.206, -1.141, -0.063], [0.795, -1.939, 1.267], [-0.392, -0.113, 2.295], [1.233, 0.214, 1.909], [-1.284, 1.229, 0.828], [0.149, 2.253, 1.370], [-0.132, 0.509, -1.197], [-0.281, 2.359, -1.382], [2.017, 0.642, -0.850]]
}

=====

Q | {
  "formula": "C5H11O2",
  "method": "wB97M-V/def2-TZVPD",
  "total_charge": -1,
  "spin_multiplicity": 1,
  "gap_ev": 5.55,
  "homo_ev": -2.0,
  "molar_mass_g_mol": 103.1,
  "smiles": "[O-]CCCCCO",
  "species": ["O", "C", "C", "C", "C", "C", "O", "H", "H", "H", "H", "H", "H", "H", "H", "H", "H", "H"],
  "xyz": [[-2.359, 2.529, 1.209], [-1.129, 1.848, 1.012], [-0.900, 1.044, -0.215], [0.626, 0.466, -0.219], [0.826, -0.923, 0.402], [0.320, -2.015, -0.604], [1.233, -2.261, -1.656], [-0.878, 1.311, 1.898], [-0.289, 2.477, 1.155], [-1.110, 1.891, -0.931], [-1.651, 0.204, -0.354], [0.920, 0.448, -1.319], [1.248, 1.280, 0.248], [0.315, -1.026, 1.350], [1.819, -1.144, 0.740], [-0.678, -1.763, -0.946], [0.119, -3.022, -0.084], [1.566, -1.344, -1.685]]
}

=====

R | {
  "formula": "C5H11O2",
  "method": "wB97M-V/def2-TZVPD",
  "total_charge": -1,
  "spin_multiplicity": 1,
  "gap_ev": 8.01,
  "homo_ev": -3.9,
  "molar_mass_g_mol": 103.1,
  "species": ["C", "C", "C", "O", "O", "H", "H", "H", "H", "H", "C", "C", "H", "H", "H", "H", "H", "H"],
  "xyz": [[2.120, -0.412, -0.699], [1.937, 0.074, 0.745], [0.896, -1.275, -1.232], [-0.260, -0.730, -1.267], [1.142, -2.445, -1.547], [2.394, 0.278, -1.461], [2.823, -1.256, -0.602], [2.861, 0.384, 1.254], [1.473, -0.723, 1.349], [1.232, 0.906, 0.721], [-2.762, 0.390, 0.257], [-1.388, 0.964, 0.532], [-3.050, 0.483, -0.787], [-2.788, -0.686, 0.338], [-3.561, 0.752, 0.872], [-0.581, 0.415, -0.140], [-1.333, 1.958, 0.054], [-1.154, 0.924, 1.612]]
}

=====

Which of them is most stable? Easy: R.

=====

P | {
  "formula": "C5H11O2",
  "method": "wB97M-V/def2-TZVPD",
  "total_charge": -1,
  "spin_multiplicity": 1,
  "gap_ev": 7.32,
  "homo_ev": -3.7,
  "molar_mass_g_mol": 103.1,
  "species": ["C", "C", "C", "O", "O", "H", "H", "H", "H", "H", "C", "C", "H", "H", "H", "H", "H", "H"],
  "xyz": [[0.800, -0.767, 1.832], [1.613, -1.374, 0.677], [-0.528, -1.597, 2.029], [-0.945, -2.211, 1.028], [-0.989, -1.582, 3.192], [1.357, -0.736, 2.767], [0.534, 0.290, 1.716], [2.014, -0.528, 0.105], [0.966, -1.965, 0.036], [2.413, -2.042, 1.014], [-1.050, 1.437, -1.101], [-0.775, 1.729, -2.589], [-0.308, 0.761, -0.672], [-0.850, 2.243, -0.393], [-2.051, 1.075, -0.885], [0.255, 1.509, -2.811], [-1.338, 1.012, -3.189], [-1.117, 2.745, -2.755]]
}

=====

Q | {
  "formula": "C5H11O2",
  "method": "wB97M-V/def2-TZVPD",
  "total_charge": -1,
  "spin_multiplicity": 1,
  "gap_ev": 7.08,
  "homo_ev": -3.7,
  "molar_mass_g_mol": 103.1,
  "species": ["C", "C", "H", "H", "H", "H", "H", "H", "C", "C", "C", "O", "O", "H", "H", "H", "H", "H"],
  "xyz": [[-0.174, 2.765, -1.072], [0.206, 1.593, -1.987], [-0.648, 3.629, -1.558], [-0.982, 2.491, -0.389], [0.658, 3.157, -0.487], [-0.292, 0.694, -1.629], [1.262, 1.409, -1.805], [-0.048, 1.852, -3.008], [0.540, -2.084, 1.373], [0.041, -0.585, 1.517], [-0.605, -2.922, 0.659], [-0.347, -3.268, -0.511], [-1.629, -3.084, 1.354], [1.351, -2.084, 0.645], [0.844, -2.559, 2.301], [0.223, -0.447, 2.580], [-1.005, -0.536, 1.238], [0.605, -0.020, 0.779]]
}

=====

R | {
  "formula": "C5H11O2",
  "method": "wB97M-V/def2-TZVPD",
  "total_charge": -1,
  "spin_multiplicity": 1,
  "gap_ev": 8.38,
  "homo_ev": -4.1,
  "molar_mass_g_mol": 103.1,
  "species": ["O", "C", "O", "H", "C", "C", "C", "C", "H", "H", "H", "H", "H", "H", "H", "H", "H", "H"],
  "xyz": [[0.237, -2.375, -1.046], [-0.314, -2.754, 0.017], [-0.604, -2.066, 1.028], [-0.516, -3.847, 0.078], [-0.830, 1.216, 0.980], [0.223, 1.148, -0.144], [1.439, 0.465, 0.404], [-0.426, 0.506, -1.359], [-1.794, 1.708, 0.674], [-1.096, 0.187, 1.290], [-0.424, 1.721, 1.851], [0.411, 2.208, -0.335], [2.250, 0.391, -0.375], [1.237, -0.552, 0.689], [1.877, 1.026, 1.287], [-1.277, 1.104, -1.765], [0.333, 0.429, -2.152], [-0.726, -0.516, -1.121]]
}

=====

S | {
  "formula": "C5H11O2",
  "method": "wB97M-V/def2-TZVPD",
  "total_charge": -1,
  "spin_multiplicity": 1,
  "gap_ev": 6.92,
  "homo_ev": -3.1,
  "molar_mass_g_mol": 103.1,
  "species": ["C", "C", "H", "H", "H", "H", "H", "H", "C", "C", "C", "O", "O", "H", "H", "H", "H", "H"],
  "xyz": [[0.132, -2.226, -0.058], [0.630, -1.876, -1.419], [-0.995, -2.576, -0.026], [0.521, -3.225, 0.305], [0.388, -1.264, 0.514], [1.599, -2.083, -1.735], [0.655, -0.800, -1.677], [0.056, -2.442, -2.032], [-0.342, 1.627, -0.009], [0.790, 2.134, 0.919], [-1.789, 1.076, 0.883], [-2.670, 1.818, 0.614], [-1.630, 0.095, 1.540], [-0.828, 2.196, -0.849], [-0.037, 0.749, -0.490], [0.604, 1.952, 1.889], [1.163, 3.226, 0.886], [1.755, 1.620, 0.746]]
}

=====

Which of them is most stable? Easy: R.